(1)
Molecular formula: C22H33B2F8N4O2Sn
Method: DFT, the ωB97M-V functional and the def2-TZVPD basis

Geometry as XYZ:
```
72
Properties=species:S:1:pos:R:3:forces:R:3:mulliken_charge:R:1
Sn -2.35310 0.94913 -3.58623 1.255 0.848 3.197 1.358
B -3.30870 3.00843 -0.82246 -0.274 -0.747 1.004 0.559
F -3.96172 1.78673 -1.18887 -0.055 -0.501 -1.929 -0.469
F -4.23032 4.03017 -0.97908 -0.027 0.305 0.336 -0.349
F -2.91517 2.70250 0.48507 0.223 1.089 0.144 -0.404
F -2.19574 3.28104 -1.63782 -0.006 -0.758 -0.452 -0.241
B -0.74518 3.80266 -4.56732 0.623 -0.155 0.215 0.455
F -0.15990 3.61406 -3.30369 0.149 0.261 -0.308 -0.269
F -0.25329 4.85947 -5.30339 -0.056 0.248 0.310 -0.322
F -0.43182 2.60578 -5.29813 -0.634 -0.806 -0.151 -0.383
F -2.13521 3.85376 -4.40683 -0.495 -0.422 -0.141 -0.345
C 0.23280 1.13053 -0.84790 0.129 -0.477 0.873 0.603
C -0.46040 -0.19708 -0.50609 -1.205 0.893 -0.417 1.272
O -1.82066 -0.05628 -0.75948 -0.044 -0.177 -2.381 -0.767
H -0.16250 1.46325 -1.80920 0.269 0.072 -0.084 -1.008
H 1.32674 1.07270 -0.84460 0.020 0.050 -0.170 0.389
H -0.07646 1.87137 -0.11008 -0.058 0.125 -0.141 0.020
H -0.46470 -0.39802 0.58158 0.660 -0.048 0.081 -0.366
H 0.00798 -1.04560 -1.03369 0.078 -0.071 0.138 -0.848
C 2.60843 -0.09545 -4.02285 0.924 0.938 0.673 -0.755
C 2.17144 -1.12626 -3.00055 0.633 -2.790 -0.948 -0.368
C 0.85050 -1.57263 -3.61927 -0.355 1.226 0.571 -0.405
O 0.27910 -0.28198 -3.96134 -1.055 -0.135 -1.092 -0.281
C 1.32171 0.66489 -4.30213 0.641 0.128 1.155 -0.209
H 3.08731 -0.42997 -4.94556 -0.410 -0.827 0.087 0.269
H 3.42685 0.46312 -3.55792 -0.404 0.654 -0.077 0.337
H 2.17266 -0.86161 -1.94719 -0.465 0.668 -0.185 0.205
H 2.85189 -1.98672 -3.05044 0.073 0.032 0.082 0.433
H 0.07887 -2.05376 -3.02077 0.307 -0.049 0.347 0.069
H 1.04060 -2.20820 -4.48964 -0.044 0.246 -0.223 0.297
H 1.20846 1.46087 -3.56630 0.005 0.309 -0.375 0.079
H 1.26237 1.06413 -5.30844 -0.367 -0.203 -0.033 0.426
N 1.06638 0.17862 3.18778 0.803 0.500 -0.669 0.133
C 1.81067 1.30431 2.95864 0.302 0.716 1.362 -0.551
C 2.27654 1.73950 4.19482 -0.410 -0.004 -0.414 -0.377
C 1.88608 0.78395 5.16018 -0.968 0.084 0.285 -0.707
C 1.12289 -0.15223 4.51382 -0.552 -0.436 -0.664 -0.378
H 0.44908 -0.17924 2.47814 0.125 -0.465 0.136 0.285
H 2.01404 1.76888 2.00900 -0.541 -0.197 -0.212 0.492
H 2.58438 2.74301 4.44528 0.701 -0.146 -0.296 0.454
H 1.89403 0.89862 6.23264 0.427 -0.135 0.006 0.338
H 0.56629 -1.02949 4.80335 0.127 0.068 0.424 0.345
N -0.69585 -6.70196 -1.24277 -1.255 0.317 -0.229 -0.035
C 0.05560 -5.70613 -0.69551 0.983 -0.369 0.311 -0.888
C -0.04769 -4.58266 -1.46489 -0.680 -0.426 0.212 -0.001
C -1.02628 -4.89669 -2.44276 -0.479 0.738 -0.803 -0.167
C -1.47114 -6.17854 -2.28215 1.285 -0.338 0.790 -0.809
H -0.95623 -7.53873 -0.75184 0.181 -0.035 0.014 0.248
H 0.65046 -5.93441 0.17515 0.026 0.213 0.010 0.429
H 0.38561 -3.60946 -1.31079 0.188 -0.100 0.095 0.414
H -1.36085 -4.17131 -3.16985 -0.164 -0.221 -0.115 0.414
H -2.17578 -6.82861 -2.76842 -0.082 0.255 -0.239 0.384
N -0.20854 5.70878 3.60354 -0.655 0.641 -0.450 -0.019
C -0.77177 6.70611 2.82634 -0.144 -0.648 0.312 -0.468
C -0.87503 6.21857 1.55162 0.174 0.706 0.192 -0.795
C -0.31548 4.91021 1.53150 -0.500 0.467 -0.518 0.309
C 0.00598 4.60345 2.81507 0.684 -0.221 0.850 -0.656
H -0.27732 5.73863 4.60369 0.230 -0.303 0.010 0.226
H -1.13642 7.59964 3.30525 0.049 0.113 -0.186 0.368
H -1.31611 6.76689 0.73496 0.139 -0.136 -0.149 0.400
H -0.21204 4.36223 0.60953 -0.032 -0.448 0.272 0.339
H 0.41579 3.73351 3.30258 0.020 -0.180 -0.356 0.261
N -1.25103 -3.46724 3.52711 -1.071 0.056 0.179 0.053
C -0.26618 -3.28874 2.60267 0.029 -0.315 0.400 -0.571
C 0.78903 -4.08891 3.00603 0.058 1.101 -0.351 -0.499
C 0.41801 -4.69860 4.21732 -0.393 -0.927 0.467 -0.522
C -0.88983 -4.35272 4.49147 0.950 0.239 -0.158 -0.614
H -2.16200 -3.04252 3.55949 0.107 0.209 -0.495 0.213
H -0.42589 -2.61497 1.77718 0.164 -0.080 -0.096 0.734
H 1.76415 -4.07152 2.54677 -0.019 -0.233 -0.046 0.426
H 1.00267 -5.38971 4.80404 0.069 0.050 -0.040 0.419
H -1.56904 -4.61155 5.28468 0.091 -0.036 0.054 0.391
```
Forces are in eV/Å.

Values from the calculation:
- Strongest force on any atom: 3.538 eV Å⁻¹
- E_LUMO: 0.0180 Eh
- Kohn-Sham gap: 6.09 eV
- Net charge: -1



(2)
Molecular formula: C42H55N13
Method: DFT, the ωB97M-V functional and the def2-TZVPD basis

Geometry as XYZ:
```
110
Properties=species:S:1:pos:R:3:forces:R:3:mulliken_charge:R:1
C 0.49341 4.72388 -8.03441 -1.264 0.302 -0.442 -0.736
C 1.08195 3.47997 -7.63185 2.212 -4.012 2.306 0.341
N 1.56928 2.46228 -7.26783 -1.752 3.634 -1.435 -0.384
H 0.76762 4.85198 -9.08156 -0.056 0.648 0.129 0.247
H 0.60781 5.59057 -7.38336 1.059 -0.148 -0.109 0.289
H -0.59086 4.63405 -7.96817 -0.189 -0.431 -0.416 0.242
C 4.36564 0.99436 2.71554 -0.530 -0.534 1.100 -0.600
C 3.97281 0.43515 4.07277 0.476 0.390 -0.735 0.283
N 3.71698 0.02004 5.11843 0.098 0.283 -0.769 -0.384
H 4.74278 0.19408 2.07881 -0.029 -0.003 0.146 0.263
H 5.12960 1.76489 2.81931 -0.074 -0.109 0.164 0.280
H 3.48777 1.42919 2.23766 0.026 -0.039 0.077 0.161
C 4.65569 6.16834 -3.53854 -0.535 -0.320 0.673 -0.687
C 3.20109 6.23410 -3.32625 -1.108 0.403 0.162 0.291
N 2.06057 6.23584 -3.11944 1.384 0.002 -0.330 -0.385
H 4.90017 5.18940 -3.12623 0.454 -0.171 -0.507 0.242
H 5.19191 6.87307 -2.90298 -0.229 0.250 -0.189 0.269
H 4.92051 6.29525 -4.58824 0.005 -0.186 0.190 0.273
C 4.57275 -3.50805 -5.32723 -0.138 1.854 0.303 -0.798
C 5.31682 -4.72889 -5.22990 2.747 -4.608 0.274 0.406
N 5.94907 -5.72754 -5.07848 -2.606 4.077 -0.684 -0.395
H 5.17643 -2.70948 -4.89597 0.094 -0.124 0.730 0.261
H 3.62662 -3.54343 -4.78715 0.078 -0.155 -0.074 0.229
H 4.42557 -3.01307 -6.28714 -0.187 -1.067 -0.550 0.296
C -3.20315 -3.32897 0.28839 0.216 0.501 -0.918 -0.660
C -2.93973 -4.74689 0.31513 -1.000 1.190 0.824 0.272
N -2.77392 -5.86595 0.37859 0.461 -1.896 -0.077 -0.364
H -4.24704 -3.02403 0.21478 -0.099 -0.551 0.266 0.303
H -2.78198 -3.07445 -0.68420 0.296 0.855 0.154 0.230
H -2.73834 -2.79717 1.11860 0.153 -0.085 -0.233 0.223
N 2.63078 -6.19989 4.05578 -1.350 -0.956 -0.374 0.010
C 2.04956 -6.53910 2.82059 1.489 1.224 -0.176 -0.687
C 2.22677 -5.41807 1.98009 -0.116 -0.708 1.852 -0.364
C 2.79318 -4.40667 2.80851 0.214 0.225 0.050 -0.372
C 2.98732 -4.89958 4.08891 -0.176 0.616 -1.118 -0.527
H 2.64425 -6.77997 4.88248 -0.222 -0.025 -0.347 0.204
H 1.75551 -7.55793 2.61584 -0.071 0.178 0.030 0.388
H 1.94362 -5.25132 0.95130 -0.009 -0.438 0.082 0.474
H 3.09350 -3.42779 2.46498 -0.237 0.080 0.141 0.496
H 3.17094 -4.37866 5.01698 0.437 -0.155 -0.149 0.378
N 4.67463 7.34454 3.51049 0.239 -2.146 1.219 -0.031
C 3.75485 6.34937 3.76726 -1.701 0.638 -0.624 -0.544
C 2.78507 6.44585 2.77587 0.228 -0.484 1.363 -0.321
C 3.18789 7.44806 1.89586 -0.416 0.427 -1.118 -0.454
C 4.39466 7.91937 2.31545 0.625 1.224 0.412 -0.456
H 5.51201 7.35908 4.07501 0.069 0.520 -0.547 0.217
H 3.58726 5.81946 4.69328 0.772 0.068 0.063 0.353
H 1.82223 5.95860 2.81991 0.138 -0.135 -0.221 0.455
H 2.57808 7.83700 1.09382 0.303 -0.080 -0.179 0.403
H 5.05653 8.71244 2.00024 -0.266 -0.056 -0.386 0.377
N -4.89363 2.84401 -5.68299 0.952 1.269 1.505 0.007
C -4.21347 1.91082 -4.95279 -0.533 -3.057 -1.667 -0.535
C -4.70826 0.64350 -5.41306 -0.023 2.448 0.893 -0.316
C -5.82276 0.95372 -6.23702 0.521 -0.799 -0.611 -0.369
C -5.88314 2.31481 -6.44038 -0.366 -0.585 0.436 -0.500
H -4.68599 3.82342 -5.54980 -0.407 -0.126 -0.218 0.208
H -3.40989 2.07802 -4.25086 -0.069 0.476 -0.299 0.398
H -4.34484 -0.35078 -5.19919 -0.053 0.201 0.301 0.378
H -6.41324 0.16897 -6.68635 -0.233 0.334 -0.150 0.370
H -6.62490 2.95120 -6.89994 0.216 -0.157 -0.181 0.358
N 0.38963 1.15217 -1.29366 1.345 0.422 -2.381 0.074
C 0.48228 0.80927 -0.00245 -1.195 -3.167 -1.049 -0.513
C 0.53046 -0.60529 -0.12730 1.034 -0.043 3.783 -0.434
C 0.82548 -1.10004 -1.40533 -0.966 3.067 0.113 -0.365
C 0.70475 0.08112 -2.15770 -0.429 0.066 0.124 -0.821
H 0.23741 2.11912 -1.54252 0.293 -0.289 -0.601 0.197
H 0.36039 1.56253 0.76184 -0.165 -0.509 0.195 0.477
H 0.45498 -1.25117 0.73498 0.268 -0.054 0.190 0.486
H 1.06809 -2.13307 -1.60631 -0.183 0.297 -0.467 0.467
H 0.75037 0.22203 -3.22749 -0.001 0.226 0.120 0.430
N -3.11138 7.31244 2.88851 -0.997 -0.496 0.804 -0.002
C -3.19611 5.94318 2.73391 0.332 0.745 -0.541 -0.537
C -2.73425 5.70027 1.44518 0.423 -0.606 0.857 -0.217
C -2.20846 6.90360 0.90413 -2.034 0.334 0.125 -0.650
C -2.67881 7.89955 1.76626 1.995 0.326 -0.732 -0.446
H -3.45289 7.84829 3.67358 0.079 -0.351 -0.101 0.207
H -3.44270 5.34495 3.59861 -0.283 -0.229 -0.436 0.425
H -2.80381 4.76270 0.91365 0.400 -0.138 0.284 0.441
H -1.75908 6.95046 -0.07682 -0.141 0.443 0.097 0.417
H -2.61964 8.97786 1.77880 0.238 -0.068 -0.361 0.364
N 2.79466 -9.34381 -3.89116 0.502 -0.624 1.354 -0.008
C 2.18179 -8.24045 -4.37786 -0.339 1.254 -0.382 -0.626
C 1.36431 -7.71519 -3.37271 0.111 0.270 -1.958 -0.298
C 1.45907 -8.58708 -2.30696 -0.818 0.349 1.803 -0.406
C 2.39074 -9.50037 -2.59535 0.561 -1.870 0.360 -0.442
H 3.57401 -9.90283 -4.20770 -0.285 0.545 -0.650 0.227
H 2.38545 -7.91412 -5.38703 -0.059 0.128 0.151 0.373
H 0.75417 -6.82407 -3.37744 0.006 -0.129 -0.425 0.415
H 0.85817 -8.58372 -1.40957 0.231 0.240 0.089 0.423
H 2.75159 -10.28458 -1.94635 0.091 -0.122 -0.333 0.342
N -6.18351 1.86146 3.65435 1.309 -1.242 -0.565 -0.044
C -5.61482 1.72889 2.35567 0.623 0.147 2.030 -0.825
C -4.33553 1.22275 2.55118 -0.627 0.035 -1.180 -0.087
C -4.14080 0.91226 3.89326 -1.290 1.022 1.312 -0.437
C -5.29957 1.29666 4.59320 1.166 0.164 -1.650 -0.468
H -7.09144 2.26499 3.83580 0.240 -0.316 0.061 0.191
H -6.12390 2.02700 1.45104 -0.040 0.101 0.280 0.368
H -3.55558 1.06172 1.82169 -0.327 0.048 -0.331 0.550
H -3.18268 0.64169 4.31182 -0.278 -0.337 0.193 0.386
H -5.38773 1.20403 5.66560 -0.741 0.389 -0.169 0.369
N -2.18037 -3.94450 6.61118 0.246 -1.824 -2.432 0.011
C -1.94416 -4.72761 5.45589 1.430 0.934 -0.349 -0.655
C -2.29147 -6.06938 5.64688 -0.078 2.456 0.632 -0.343
C -2.85405 -6.07966 6.95119 -0.073 0.784 0.559 -0.516
C -2.75022 -4.78083 7.45633 -0.991 -1.499 2.425 -0.413
H -1.84360 -3.04883 6.93440 0.023 -0.131 -0.875 0.245
H -1.40168 -4.20683 4.68071 -0.097 -0.436 -0.332 0.494
H -2.16877 -6.89636 4.96319 -0.070 0.271 -0.042 0.422
H -3.29692 -6.92886 7.45031 0.048 0.157 0.077 0.373
H -2.96971 -4.32345 8.40975 -0.406 -0.711 0.313 0.376
```
Forces are in eV/Å.

Values from the calculation:
- Strongest force on any atom: 5.372 eV Å⁻¹
- E_LUMO: 0.0045 Eh
- Kohn-Sham gap: 7.86 eV
- ΔE to the lowest compared entry with this formula, charge and spin: 0.0 kJ/mol



(3)
Molecular formula: C5H8BrO2P
Method: DFT, the ωB97M-V functional and the def2-TZVPD basis

Geometry as XYZ:
```
17
Properties=species:S:1:pos:R:3:forces:R:3:nbo_charge:R:1
C 1.09093 -1.48592 -0.32251 0.022 1.208 2.073 0.588
C 0.14971 -1.19594 0.90563 -0.466 -3.815 -2.508 -0.544
C 0.23929 0.16670 1.33347 -1.479 3.858 2.444 -0.800
C 1.64321 -0.16578 -0.86649 0.683 -0.186 -1.822 -0.739
C -0.72036 1.08436 -1.37865 -3.609 -0.406 -3.202 -1.090
O 1.37322 -2.57759 -0.69144 0.032 -0.642 -0.709 -0.503
O 1.10831 2.57004 0.02073 -0.334 -1.155 -0.055 -1.047
P 0.57285 1.19090 -0.16952 1.145 0.877 0.367 1.933
Br 3.42012 0.03315 -0.04371 -0.338 -0.089 -0.251 0.068
H -0.83099 -1.53394 0.38149 1.026 0.804 1.384 0.240
H 0.37816 -1.89491 1.70728 -0.138 -0.319 -0.192 0.256
H -0.71156 0.48017 1.89879 1.035 -0.151 -1.170 0.262
H 0.99166 0.40507 2.16394 -0.431 -0.497 -1.615 0.281
H 1.77072 -0.25839 -2.01370 -0.149 0.483 1.965 0.282
H -0.44061 1.57200 -2.42181 0.054 -0.926 2.315 0.287
H -0.95451 -0.03186 -1.66115 0.458 1.934 0.636 0.246
H -1.79589 1.57506 -1.21616 2.488 -0.979 0.342 0.279
```
Forces are in eV/Å.

Values from the calculation:
- Strongest force on any atom: 4.842 eV Å⁻¹
- SMILES: C[P@@]1(=O)CCC(=O)[C@@H]1Br
- E_LUMO: 0.0011 Eh
- Kohn-Sham gap: 9.81 eV
- ΔE to the lowest compared entry with this formula, charge and spin: 37.8 kJ/mol



(4)
Molecular formula: H15O7S
Method: DFT, the ωB97M-V functional and the def2-TZVPD basis

Geometry as XYZ:
```
23
Properties=species:S:1:pos:R:3:forces:R:3:nbo_charge:R:1
S -0.16428 -0.10220 -2.72770 -0.343 -1.250 -0.272 -1.056
H -0.98748 -1.21161 -2.95938 0.691 1.087 0.421 0.116
H 0.12478 -3.27005 0.87070 -3.277 0.994 2.545 0.514
H -1.40074 -2.73104 1.10444 -0.175 0.227 -0.533 0.473
O -0.69276 -3.14277 1.59248 3.500 -0.933 -1.998 -0.995
H -0.82622 1.46898 2.62028 -0.784 -0.149 0.444 0.507
H -1.39597 0.44706 3.66145 -0.272 1.732 -0.884 0.453
O -1.55728 1.35869 3.27641 0.938 -1.490 0.297 -0.962
H 0.43512 -1.25147 1.98523 -1.153 -3.217 -1.914 0.479
H 0.63257 -0.64583 3.26758 0.567 1.036 -2.247 0.449
O 0.74078 -0.44278 2.26839 0.611 2.128 4.286 -0.932
H 0.51900 2.52677 0.03372 -0.514 0.162 0.343 0.464
H -0.92375 2.94316 -0.06906 -2.353 -0.021 -1.799 0.484
O -0.25367 2.82878 0.54312 3.293 0.034 2.041 -0.954
H 1.93963 0.58535 -1.49798 0.672 1.340 -0.347 0.466
H 2.46790 -0.53956 -1.89238 1.097 -0.649 -0.914 0.460
O 2.83256 0.35610 -1.85007 -1.420 -0.351 0.976 -0.940
H -1.26651 1.28433 -1.25800 1.955 -1.251 -1.655 0.492
H -2.31380 0.68408 -0.38144 -0.316 -1.600 0.749 0.467
O -2.04203 1.47006 -0.79190 -2.409 2.681 0.541 -0.982
H 1.60399 -2.15366 -0.96542 0.225 -0.641 -1.380 0.472
H 0.99718 -0.97863 -0.30724 -0.234 -0.401 0.118 0.499
O 1.35024 -1.86841 -0.10957 -0.298 0.533 1.181 -0.976
```
Forces are in eV/Å.

Values from the calculation:
- Strongest force on any atom: 4.824 eV Å⁻¹
- E_LUMO: 0.1080 Eh
- Kohn-Sham gap: 7.14 eV
- ΔE to the lowest compared entry with this formula, charge and spin: 233.0 kJ/mol
- Net charge: -1



strongest force on any atom of number 4 (H15O7S)? 4.824 eV Å⁻¹